1.
124
Properties=species:S:1:pos:R:3:forces:R:3 method="wB97M-V/def2-TZVPD" gap_ev=5.46 fmax_ha_per_bohr=0.0163 charge=+1 lumo_ha=-0.1799
N -8.92738 -1.17435 -3.08634 0.37 0.34 -0.42
C -7.86852 -1.09853 -3.77483 -0.34 -0.03 0.39
C -7.47982 0.11225 -4.59558 0.36 -0.67 0.35
N -6.20368 0.70793 -4.09631 -0.20 0.24 -0.20
N -5.54543 -0.02980 -3.23704 0.30 0.08 -0.04
C -4.41388 0.45726 -2.75902 0.17 0.00 0.06
C -3.90354 1.68726 -3.14784 -0.02 -0.07 0.08
C -4.61143 2.42265 -4.05579 0.15 0.33 -0.08
C -5.80630 1.91294 -4.52946 -0.17 -0.37 -0.08
P -6.74604 2.97602 -5.70551 -0.23 0.72 0.00
O -6.03454 4.24529 -5.88983 0.28 -0.04 -0.08
H -9.43064 -0.28706 -3.17241 -0.29 -0.14 0.24
H -7.18862 -1.93536 -3.81749 0.08 -0.30 -0.08
H -8.26357 0.85561 -4.54005 -0.07 0.30 -0.11
H -7.30561 -0.23279 -5.60991 0.02 0.20 -0.33
H -3.86412 -0.13484 -2.04446 -0.17 -0.48 0.09
H -2.98039 2.04890 -2.73389 0.23 0.03 0.10
H -4.25765 3.38205 -4.39495 -0.15 0.20 -0.17
H -6.96798 2.19285 -6.85050 -0.03 -0.22 0.15
H -8.00271 3.11589 -5.08847 -0.05 -0.35 -0.04
C -3.72859 -4.02211 -5.37287 0.08 -0.15 0.09
C -4.36763 -5.24100 -6.03593 -0.13 0.13 -0.08
C -5.84915 -5.00673 -5.74802 0.10 -0.07 0.12
O -6.02809 -3.58067 -5.69708 0.00 0.05 0.10
C -4.75187 -2.94334 -5.65983 -0.12 0.22 -0.25
H -2.73991 -3.77865 -5.75853 0.00 -0.01 -0.01
H -3.64960 -4.17270 -4.29550 0.01 -0.05 0.00
H -4.18217 -5.22025 -7.11142 -0.01 -0.02 0.00
H -4.01036 -6.19220 -5.64812 0.00 0.00 0.04
H -6.13548 -5.42361 -4.77823 0.01 -0.04 -0.01
H -6.50501 -5.42297 -6.51085 -0.03 0.07 -0.03
H -4.57783 -2.47142 -6.63520 0.10 0.01 0.04
H -4.76140 -2.16168 -4.89266 -0.04 -0.02 0.01
C -7.69275 -0.56446 1.81274 -0.07 0.07 -0.14
C -7.52637 -1.32858 0.49936 0.03 -0.05 0.09
C -6.89384 -0.27076 -0.39245 -0.10 -0.01 0.08
O -6.12091 0.57430 0.45797 0.07 0.04 -0.10
C -6.43759 0.29517 1.82848 0.04 -0.09 0.15
H -7.77324 -1.20800 2.68618 0.02 -0.01 0.00
H -8.58323 0.06629 1.77041 0.00 -0.01 0.01
H -6.83645 -2.16355 0.63743 0.01 0.00 -0.02
H -8.45705 -1.72046 0.09378 -0.01 0.02 -0.02
H -7.66292 0.34095 -0.88365 -0.02 -0.05 -0.05
H -6.24669 -0.69851 -1.15971 -0.11 -0.03 0.17
H -5.59603 -0.24221 2.27342 -0.03 -0.01 0.06
H -6.57126 1.23521 2.36375 0.04 0.05 -0.06
C 0.27580 -2.37865 -1.41359 -0.18 -0.12 -0.01
C -0.31913 -3.62975 -2.06018 0.01 0.18 -0.12
C -1.80440 -3.43680 -1.80115 -0.04 -0.05 0.20
O -2.03723 -2.01976 -1.79256 -0.03 0.15 -0.10
C -0.77508 -1.33255 -1.74514 0.03 0.00 -0.12
H 1.26359 -2.11690 -1.78055 0.05 0.03 0.06
H 0.34612 -2.51027 -0.33353 -0.09 0.08 -0.29
H -0.11785 -3.62788 -3.13448 -0.01 -0.03 0.00
H 0.06133 -4.56061 -1.64519 0.01 -0.01 0.04
H -2.09304 -3.83620 -0.82384 0.01 -0.05 -0.02
H -2.43317 -3.89748 -2.56190 -0.05 0.05 0.00
H -0.58910 -0.88010 -2.72706 0.03 0.01 0.02
H -0.82859 -0.53727 -0.99922 -0.06 0.00 0.03
C -2.95610 0.57208 2.56547 0.00 -0.09 0.05
C -3.26277 1.66318 3.58835 0.03 0.07 -0.08
C -2.00941 1.63244 4.45475 -0.01 -0.10 0.05
O -0.93591 1.23690 3.59580 -0.04 -0.04 -0.02
C -1.45925 0.75595 2.35992 0.03 0.11 -0.03
H -3.52417 0.66166 1.64003 0.00 0.02 -0.01
H -3.15731 -0.41223 2.99677 0.01 0.00 -0.01
H -3.35296 2.63001 3.08785 0.00 0.01 0.01
H -4.17397 1.48984 4.15898 0.01 -0.02 0.01
H -2.10084 0.89537 5.25927 -0.04 0.03 0.02
H -1.77452 2.59991 4.89793 0.05 0.00 -0.01
H -1.25573 1.50258 1.58282 -0.02 -0.03 -0.06
H -0.95083 -0.17131 2.09000 0.06 0.01 0.01
C 0.82445 -2.57948 3.14760 0.03 -0.13 0.06
C 1.80728 -1.95125 4.13161 -0.01 0.12 -0.02
C 3.14543 -2.32525 3.50742 -0.07 -0.15 0.03
O 2.92857 -2.38173 2.09409 -0.11 -0.08 0.47
C 1.53018 -2.35108 1.81861 0.08 0.00 0.20
H -0.17032 -2.13565 3.18083 -0.01 0.03 0.01
H 0.72753 -3.64990 3.34329 -0.01 0.00 0.01
H 1.68268 -0.86613 4.14085 -0.01 0.01 0.01
H 1.70087 -2.31410 5.15239 0.00 -0.02 0.01
H 3.48192 -3.31056 3.84670 0.01 0.01 0.06
H 3.93141 -1.60025 3.71888 0.05 0.02 -0.05
H 1.27861 -1.36732 1.40190 -0.13 -0.17 0.00
H 1.29525 -3.11171 1.07273 0.18 -0.01 0.17
C 5.40766 -0.79894 -0.39387 -0.04 0.09 -0.11
C 4.72579 0.08186 0.64707 -0.09 -0.07 0.07
C 3.25896 -0.08584 0.28080 0.11 -0.08 -0.25
O 3.12398 -1.40605 -0.26015 0.18 0.42 -0.60
C 4.42332 -1.95319 -0.51205 -0.02 -0.12 0.17
H 6.40517 -1.12357 -0.10378 0.00 -0.01 0.05
H 5.48420 -0.26830 -1.34672 0.02 -0.01 0.00
H 4.91434 -0.30892 1.64514 0.01 0.01 0.00
H 5.05193 1.12011 0.62372 0.02 0.02 -0.01
H 2.95255 0.63611 -0.48748 0.00 0.03 0.04
H 2.59696 0.01792 1.13998 0.02 0.02 0.03
H 4.62535 -2.72351 0.23904 -0.02 0.04 0.00
H 4.42968 -2.42016 -1.49860 -0.07 0.02 -0.03
C 9.44537 0.93731 2.48767 -0.05 0.07 -0.09
C 8.76517 1.81390 3.53573 0.08 -0.03 0.08
C 7.29711 1.64043 3.17946 -0.02 0.04 -0.13
O 7.16570 0.32254 2.63361 0.11 0.02 0.03
C 8.46301 -0.21984 2.36994 -0.01 -0.04 0.11
H 10.44677 0.61393 2.76649 0.00 -0.01 0.02
H 9.51248 1.47342 1.53779 0.00 -0.01 0.00
H 8.95886 1.41822 4.53516 -0.01 0.01 0.01
H 9.08183 2.85532 3.51737 -0.03 0.02 0.01
H 6.98545 2.36437 2.41772 0.01 0.04 0.04
H 6.63606 1.73979 4.04034 -0.04 -0.04 -0.01
H 8.67307 -0.99598 3.11346 0.05 -0.01 -0.03
H 8.46460 -0.68008 1.38056 -0.06 -0.01 0.00
C 10.61497 7.10599 4.21588 0.08 -0.08 -0.03
C 10.09192 7.13090 2.78245 -0.06 0.08 0.02
C 9.33787 5.81105 2.70816 0.06 -0.11 0.03
O 8.84167 5.55043 4.02460 0.07 0.05 -0.07
C 9.45854 6.44785 4.95405 -0.11 0.05 0.02
H 10.86161 8.08974 4.61101 -0.02 0.02 0.00
H 11.50775 6.47992 4.27791 0.00 0.01 0.01
H 9.40225 7.96704 2.64860 0.00 0.00 -0.01
H 10.87488 7.21228 2.03046 0.01 -0.02 0.00
H 10.00564 4.99023 2.42156 0.01 0.03 -0.07
H 8.50243 5.83832 2.00765 -0.04 -0.03 0.04
H 8.71489 7.18842 5.26656 0.03 0.02 0.03
H 9.77813 5.88696 5.83247 -0.03 -0.05 -0.01

---

2.
129
Properties=species:S:1:pos:R:3:forces:R:3 method="wB97M-V/def2-TZVPD" gap_ev=7.94 fmax_ha_per_bohr=0.0225 charge=+1 lumo_ha=-0.0977
C 3.44116 2.48955 0.79221 -0.43 -0.01 -0.13
C 3.20554 1.69950 -0.47187 0.08 0.44 -0.05
C 3.05788 2.53096 -1.72762 -0.03 0.08 0.34
C 3.16133 0.37327 -0.48735 -0.06 -0.29 0.17
C 3.04524 -0.45266 -1.74910 -0.21 0.27 0.13
C 1.61448 -0.55997 -2.35324 0.19 -0.03 -0.30
C 1.06751 -2.00492 -2.43734 0.05 -0.18 -0.06
C 1.20013 -2.53471 -3.87000 0.36 0.41 0.13
C -0.36817 -2.21329 -1.92421 0.12 0.15 0.22
C -1.40821 -1.26687 -2.54604 0.06 -0.18 -0.22
N -2.49261 -0.88390 -1.62025 -0.29 -0.29 -0.40
C -2.30142 -0.19719 -0.51269 0.33 0.02 -0.09
N -1.08763 0.24822 -0.13471 0.22 -0.25 -0.28
C -1.26379 0.85570 1.00342 0.22 0.26 0.08
C -0.12569 1.48863 1.72354 -0.06 -0.20 0.11
C -0.01567 1.23957 3.24687 0.70 -0.05 -0.41
C 1.17588 0.29945 3.57637 -0.28 0.25 1.10
C 0.70103 -1.14304 3.80931 0.07 -0.10 -0.54
C 1.87090 0.82259 4.84343 -0.03 0.17 -0.10
N -2.57423 0.85197 1.38319 -0.36 0.02 0.00
P -3.13414 1.65038 2.84626 0.15 0.06 0.31
O -4.61595 2.13984 2.38832 0.16 -0.47 -0.24
Cl -3.64996 0.02004 4.02013 -0.29 0.09 -0.25
N -3.24371 0.14882 0.36961 -0.24 -0.19 -0.07
C -4.67788 -0.13416 0.28577 -0.18 0.15 0.43
B -5.26821 -1.14653 1.39126 -0.37 -0.13 0.12
O -4.63471 -2.33818 1.62041 0.57 0.73 -0.27
O -6.47328 -0.82502 1.96996 0.59 -0.22 0.32
H 3.46408 1.85302 1.67858 0.17 -0.02 -0.05
H 2.63250 3.21845 0.93347 0.09 -0.01 0.01
H 4.36665 3.06732 0.72413 0.01 -0.08 0.05
H 4.03215 2.77821 -2.16018 -0.03 -0.08 -0.04
H 2.58596 3.48485 -1.47189 -0.02 -0.07 -0.12
H 2.44429 2.02962 -2.47513 0.11 0.07 -0.05
H 3.25549 -0.14954 0.46416 -0.07 0.02 -0.20
H 3.69946 0.01452 -2.49037 0.04 -0.24 0.00
H 3.42651 -1.45739 -1.55079 0.05 0.06 -0.08
H 1.68446 -0.18599 -3.38215 -0.17 0.06 0.10
H 0.93832 0.11794 -1.83155 0.00 -0.13 0.19
H 1.71542 -2.61896 -1.79934 -0.19 -0.05 0.02
H 0.85789 -3.56420 -3.97351 -0.05 0.06 -0.08
H 0.64974 -1.88348 -4.55710 -0.13 -0.25 -0.03
H 2.24978 -2.46983 -4.17673 -0.08 -0.13 -0.02
H -0.64463 -3.25426 -2.12158 -0.10 0.10 0.01
H -0.38123 -2.09373 -0.83773 0.03 0.10 -0.06
H -0.95051 -0.36215 -2.95165 0.04 -0.01 0.20
H -1.91267 -1.75470 -3.38223 0.07 0.07 0.04
H -3.42414 -1.18188 -1.85519 0.09 -0.04 0.06
H 0.75133 1.04688 1.24439 -0.05 0.16 -0.14
H -0.10487 2.55063 1.45706 -0.13 0.03 0.18
H 0.14213 2.19982 3.74280 -0.18 -0.06 -0.03
H -0.91189 0.77870 3.66440 0.01 0.15 0.01
H 1.89877 0.32127 2.75804 -0.04 -0.07 -0.01
H 0.71798 -1.68136 2.85692 0.01 -0.17 0.17
H -0.31968 -1.20124 4.19877 0.06 0.19 0.09
H 1.34376 -1.65864 4.52593 0.05 -0.06 -0.22
H 2.19645 1.86081 4.72020 0.01 -0.10 -0.04
H 2.74827 0.22488 5.09709 -0.08 -0.03 0.00
H 1.18024 0.80727 5.69363 0.07 -0.09 -0.04
H -4.56602 2.61716 1.54638 -0.18 0.22 0.14
H -5.24294 0.79650 0.31729 0.06 0.04 -0.09
H -4.87222 -0.55645 -0.70417 0.11 0.03 0.08
H -4.35723 -2.43410 2.53747 -0.40 -0.48 0.11
H -6.43901 -0.14202 2.64754 -0.27 0.23 -0.19
C 3.67776 -4.55038 1.08676 0.01 0.02 -0.08
C 4.83207 -3.69935 1.61142 -0.03 -0.02 0.09
C 4.31520 -2.29032 1.35870 0.07 -0.08 -0.06
O 2.88968 -2.35764 1.48227 -0.03 0.02 -0.03
C 2.47098 -3.72523 1.51089 0.02 -0.01 0.07
H 3.65831 -5.56073 1.49143 0.01 0.00 0.01
H 3.72628 -4.61948 -0.00239 -0.01 0.00 -0.01
H 4.96608 -3.86766 2.68187 0.01 0.00 0.00
H 5.78130 -3.89312 1.11541 -0.01 0.00 -0.02
H 4.56462 -1.95105 0.34720 0.06 -0.03 0.06
H 4.69879 -1.55939 2.07169 -0.03 0.02 0.00
H 2.15812 -3.97602 2.53053 -0.01 -0.03 -0.01
H 1.61374 -3.84798 0.84639 -0.02 0.04 -0.01
C -2.00788 7.27320 2.35042 -0.03 0.04 -0.14
C -2.94020 6.06394 2.38953 0.02 -0.03 0.12
C -2.00736 4.95377 1.92588 0.06 -0.01 -0.18
O -0.70154 5.29931 2.36388 0.04 -0.03 0.00
C -0.69283 6.66557 2.81382 -0.03 0.04 0.12
H -2.32926 8.09681 2.98296 0.03 -0.04 0.06
H -1.91541 7.64007 1.32518 0.01 -0.02 0.00
H -3.26894 5.87905 3.41486 0.00 0.00 0.00
H -3.82480 6.16785 1.76177 0.02 0.02 -0.02
H -2.00016 4.87003 0.82964 -0.08 -0.01 0.01
H -2.25500 3.97447 2.35058 0.00 0.11 -0.03
H -0.61627 6.67323 3.90474 -0.01 0.02 0.00
H 0.18173 7.16696 2.40118 0.02 -0.05 -0.03
C -2.01158 -6.51875 -5.73713 -0.12 0.00 -0.04
C -1.12799 -6.37047 -6.97049 0.12 0.00 -0.03
C -0.97249 -4.85935 -7.06645 -0.09 -0.01 -0.02
O -1.02681 -4.36879 -5.72001 -0.04 0.04 0.06
C -1.47833 -5.40765 -4.84699 0.11 -0.02 0.01
H -1.94277 -7.49877 -5.26888 0.06 0.00 -0.01
H -3.05670 -6.33126 -5.99552 0.00 0.01 0.02
H -0.16180 -6.83890 -6.78533 -0.02 -0.04 -0.01
H -1.55541 -6.80852 -7.87100 -0.03 0.02 0.00
H -1.78827 -4.40587 -7.63902 0.00 -0.01 -0.01
H -0.02603 -4.55470 -7.51430 0.01 0.03 0.03
H -0.62875 -5.76192 -4.25010 -0.03 -0.04 0.02
H -2.23317 -5.00104 -4.16976 0.00 0.04 -0.01
C 2.24955 -9.28705 -3.46503 0.05 -0.01 -0.05
C 2.60565 -7.80307 -3.52122 -0.05 0.02 0.06
C 2.00893 -7.39437 -4.86123 0.03 -0.04 -0.04
O 0.86585 -8.23017 -5.06221 0.01 0.03 0.05
C 0.86977 -9.29628 -4.10849 -0.03 0.03 0.05
H 2.24581 -9.70050 -2.45786 0.00 0.01 0.01
H 2.95256 -9.86459 -4.06834 -0.01 -0.01 0.00
H 2.11117 -7.26734 -2.70685 0.00 0.01 -0.01
H 3.67451 -7.60484 -3.45978 0.01 -0.02 -0.01
H 2.71656 -7.56331 -5.67945 0.02 0.02 0.02
H 1.69420 -6.34879 -4.88871 -0.03 -0.01 -0.03
H 0.08558 -9.10740 -3.36665 0.01 -0.03 0.02
H 0.64212 -10.23088 -4.62101 -0.01 0.02 -0.03
C -2.23745 12.21835 4.15588 -0.03 0.01 0.07
C -0.90771 11.90769 4.83869 0.04 -0.02 -0.08
C -1.17773 10.52912 5.42431 -0.04 0.00 0.07
O -2.10186 9.88802 4.53681 0.01 0.05 -0.03
C -2.63387 10.85058 3.61985 0.04 -0.01 -0.04
H -2.16357 12.97058 3.37254 0.02 0.00 -0.01
H -2.96683 12.56228 4.89181 -0.01 0.00 -0.01
H -0.10748 11.85524 4.09733 0.00 0.00 0.01
H -0.62268 12.63609 5.59555 -0.02 0.00 0.01
H -1.63755 10.60186 6.41482 0.02 0.01 0.01
H -0.28007 9.91498 5.50438 -0.02 -0.03 -0.01
H -2.19704 10.67327 2.63012 -0.02 0.03 -0.01
H -3.71380 10.71466 3.55052 0.00 -0.03 0.02